Here is a cluster of 2 separate species, CH4O2S in total from OMol25. Energies are from wB97M-V/def2-TZVPD.

Results
relative energy (zero: lowest compared OMol25 entry of this formula, charge and spin) = 38.6 kJ/mol
highest occupied orbital energy = -9.44 eV
SMILES string = O=CO.S

```
8
Properties=species:S:1:pos:R:3:forces:R:3:mulliken_charge:R:1
O -0.463870 0.068969 1.037142 -0.02 0.39 -0.10 -0.425
C 0.415751 -0.583624 1.494129 0.80 -0.50 0.17 0.301
O 0.154714 -1.588028 2.342604 -0.98 -0.45 0.40 -0.445
H 1.499902 -0.419839 1.322775 -0.30 -0.01 -0.15 0.228
H 0.777957 -2.311358 2.478994 0.51 0.58 -0.31 0.348
S -0.286766 0.957661 -2.210754 -0.56 -0.24 -0.20 -0.269
H 0.256997 1.220567 -1.019383 0.32 0.10 -0.14 0.129
H 0.742031 1.264308 -3.007345 0.23 0.13 0.31 0.133
```
Forces are in eV/Å.

***

Here is a structure of composition C4H7NO from OMol25. Energies are from wB97M-V/def2-TZVPD.

Results
relative energy (zero: lowest compared OMol25 entry of this formula, charge and spin) = 487.9 kJ/mol
highest occupied orbital energy = -7.94 eV

```
13
Properties=species:S:1:pos:R:3:forces:R:3:mulliken_charge:R:1
C -0.936730 1.448174 1.043365 1.00 0.59 0.20 -1.077
C 0.155648 0.678030 0.896672 -1.76 -0.39 1.71 0.690
N 0.774803 -0.361620 1.164349 0.79 0.35 -0.22 -0.486
C 1.065603 -1.184021 -0.001385 -0.55 -0.15 0.31 -0.247
C 0.685087 -0.333093 -1.181358 1.60 1.75 0.08 -0.124
O 0.613800 0.876213 -0.962272 -0.16 -1.02 -1.34 -0.367
H -1.632487 1.182298 1.832302 0.08 -0.13 -0.22 0.324
H -1.633579 0.058350 -0.331980 0.15 -1.28 -0.92 0.033
H -0.995877 2.434581 0.604563 0.09 -0.05 0.07 0.281
H 2.134894 -1.426783 -0.041999 -0.04 0.03 -0.06 0.290
H 0.525383 -2.126694 0.003782 -0.12 -0.15 -0.03 0.268
H -1.468311 -0.557270 -0.818020 -0.74 0.69 0.60 0.034
H 0.711765 -0.688163 -2.208019 -0.33 -0.25 -0.18 0.381
```
Forces are in eV/Å.

***

Here is a structure of composition C17H14BaClNO3S from OMol25. Energies are from wB97M-V/def2-TZVPD.

Results
charge = -2
highest occupied orbital energy = -1.08 eV

```
38
Properties=species:S:1:pos:R:3:forces:R:3:mulliken_charge:R:1
C -0.713794 -0.296590 2.008914 0.62 0.87 -0.16 -0.658
C -1.575936 0.704262 1.466433 0.57 0.28 0.05 -0.580
C -0.820717 1.914813 1.331669 -0.21 -0.34 0.09 -0.606
H -2.644701 0.585625 1.280940 0.34 0.08 -0.09 0.319
C 0.506809 1.664774 1.789639 -0.46 -0.65 0.06 -0.729
C 0.570592 0.301375 2.203000 -0.87 0.42 0.07 -0.031
H 1.417349 -0.188750 2.666702 -0.26 0.15 -0.23 0.518
H -0.986670 -1.310895 2.301198 0.09 0.27 -0.25 0.327
H -1.220297 2.891879 1.042731 0.14 -0.44 -0.07 0.349
H 1.301541 2.402810 1.923633 -0.24 -0.20 -0.19 0.351
Ba 0.305314 0.152114 -1.182972 -1.05 0.39 0.96 1.491
Cl -0.454725 -2.475458 -1.958047 -0.02 -0.31 -0.19 -0.918
C -1.761935 1.779705 -4.299225 -0.35 0.52 0.55 -0.674
C -1.128524 3.013466 -3.946508 -0.74 -0.20 0.37 -0.578
C -2.037459 3.760380 -3.133402 -0.26 -0.85 -0.38 -0.477
H -0.144002 3.343827 -4.270871 -0.13 -0.07 0.07 0.373
C -3.233523 2.990006 -2.984302 0.84 -0.22 -0.66 -0.457
C -3.065198 1.769136 -3.709290 0.58 0.73 0.14 -0.520
H -3.811805 0.985629 -3.816862 0.18 0.08 0.07 0.357
H -1.344382 1.004162 -4.938013 -0.07 0.12 0.11 0.413
H -1.866008 4.753144 -2.723641 0.03 -0.18 -0.02 0.355
H -4.124531 3.293498 -2.439542 0.16 -0.08 -0.04 0.355
O 2.542779 -1.849966 2.070333 1.57 -0.22 -1.36 -0.668
C 3.215032 -1.319658 1.170321 -1.50 0.02 1.15 0.162
N 2.655775 -0.597986 0.160305 0.76 1.57 -0.07 -0.081
S 3.437010 0.802868 -0.215643 -1.87 -1.69 -0.65 0.589
O 4.936282 0.162992 -0.643311 0.97 0.36 -0.24 -0.451
O 2.753733 1.168478 -1.502484 1.34 0.09 0.98 -0.719
C 5.502725 -0.758717 0.206436 -0.35 -0.59 -1.37 0.515
C 6.822335 -1.153920 -0.093783 -0.47 0.11 1.04 -0.612
C 7.405590 -2.103461 0.745483 0.01 0.02 0.06 -0.231
C 6.652950 -2.828998 1.676505 -0.70 0.02 -0.27 -0.577
C 5.260064 -2.636280 1.706776 0.52 0.99 0.96 -0.754
C 4.698993 -1.474860 1.099192 0.81 -2.09 0.46 0.453
H 7.355872 -0.700263 -0.927339 -0.12 0.06 0.34 0.393
H 8.469197 -2.293971 0.672793 0.04 -0.07 -0.14 0.339
H 7.119951 -3.550037 2.362676 -0.19 0.20 -0.60 0.350
H 4.634324 -3.316072 2.324848 0.29 0.87 -0.55 0.313
```
Forces are in eV/Å.

***

Here is a structure of composition C28H31ClF2IrN6O7S from OMol25. Energies are from wB97M-V/def2-TZVPD.

Results
spin multiplicity = 6
relative energy (zero: lowest compared OMol25 entry of this formula, charge and spin) = 63.6 kJ/mol
charge = +2
highest occupied orbital energy (spin up / spin down) = -14.36 / -14.79 eV

```
77
Properties=species:S:1:pos:R:3:forces:R:3:mulliken_spin:R:1
Ir -0.276788 -0.935921 -0.375149 -0.21 0.43 0.18 3.011
O 0.537662 -3.261698 5.132237 0.01 0.04 0.01 0.001
C -0.763982 -3.068722 4.977301 0.01 0.00 -0.06 -0.001
O -1.567235 -3.369505 5.809735 -0.02 0.01 0.02 0.001
C -1.227451 -2.448610 3.684991 0.13 -0.04 -0.07 -0.012
C -2.562625 -2.227187 3.361326 0.02 -0.03 0.00 0.002
Cl -3.962217 -2.512194 4.245214 -0.06 0.02 -0.03 0.002
N -2.610224 -1.672200 2.123534 -0.13 0.08 0.10 -0.031
N -1.371734 -1.500349 1.648229 0.36 -0.14 -0.22 0.212
C -0.531760 -1.979046 2.556432 -0.13 0.08 0.16 -0.041
C 0.912938 -1.932197 2.181989 -0.10 0.17 -0.35 0.031
O 1.788437 -2.423934 2.843426 0.12 -0.06 0.19 0.051
O 1.140590 -1.308374 1.031278 0.09 -0.23 0.14 0.233
C -3.733377 -1.302398 1.310399 -0.06 0.02 -0.02 0.002
C -3.827622 0.003942 0.849382 0.02 -0.02 0.05 -0.012
C -4.888481 0.351519 0.024528 0.01 0.03 0.00 0.004
C -5.839220 -0.598652 -0.327241 -0.02 -0.02 0.00 -0.001
C -5.733243 -1.901015 0.144068 -0.02 0.02 -0.01 0.001
C -4.673453 -2.262431 0.965151 0.05 -0.02 0.03 -0.003
H 1.077935 -2.984218 4.364516 -0.04 -0.04 -0.02 0.002
H -3.102839 0.743085 1.165785 0.00 0.01 0.00 0.003
H -4.992804 1.373781 -0.316358 0.01 -0.01 0.01 0.000
H -6.675060 -0.318895 -0.954514 0.00 0.00 0.00 0.000
H -6.481875 -2.635972 -0.119032 0.01 0.00 0.01 0.000
H -4.586145 -3.271743 1.347503 -0.02 -0.01 0.01 0.000
N -1.357242 -0.026671 -2.253065 -0.02 -0.04 -0.03 0.115
C -1.946429 -1.097076 -3.087619 0.02 -0.04 0.05 0.010
C -2.712125 -2.021389 -2.166019 0.02 0.08 0.03 -0.006
N -1.770633 -2.509592 -1.130222 -0.01 -0.09 -0.11 0.143
H -2.077585 0.632512 -1.966897 0.00 0.02 -0.01 -0.002
H -0.651755 0.486606 -2.771650 -0.01 -0.02 -0.03 -0.007
H -1.124852 -1.635755 -3.563781 -0.01 0.01 -0.03 -0.002
H -2.590244 -0.702351 -3.872623 -0.02 0.03 0.01 0.002
H -3.161602 -2.846831 -2.716567 0.02 -0.02 -0.01 0.002
H -3.509918 -1.477924 -1.655153 0.02 -0.02 -0.02 -0.001
H -1.224654 -3.290875 -1.490155 0.00 -0.04 -0.01 -0.014
H -2.286174 -2.865337 -0.329526 0.05 -0.01 0.01 0.002
O 3.024526 4.204006 -3.687259 0.05 0.03 -0.03 0.000
C 2.082642 5.038053 -3.048495 0.00 -0.02 0.01 0.000
N 1.412954 4.142268 -2.124480 -0.02 0.02 -0.03 0.000
C 0.774824 4.587583 -1.019350 0.00 0.00 -0.03 0.001
O 0.608321 5.758547 -0.759610 0.02 -0.03 0.01 0.001
C 0.279051 3.516004 -0.079467 0.01 0.05 0.05 0.018
C 0.028328 3.859513 1.243081 -0.02 0.01 0.06 0.000
C -0.363936 2.872317 2.133095 0.02 0.00 -0.05 0.000
C -0.507192 1.576257 1.671918 0.02 0.06 0.01 -0.012
N -0.301871 1.251965 0.389276 -0.13 -0.15 -0.07 0.204
C 0.082312 2.206011 -0.464010 0.08 -0.04 -0.01 -0.011
H 3.537352 4.722166 -4.318057 -0.04 -0.03 0.03 0.000
H 1.367392 5.459352 -3.758161 -0.01 0.00 -0.03 0.000
H 2.546086 5.849982 -2.485669 0.02 0.01 0.02 0.000
H 1.643941 3.170759 -2.245079 0.01 0.01 0.00 0.001
H 0.154724 4.891228 1.547450 0.00 -0.01 0.00 0.000
H -0.548847 3.093934 3.174668 0.00 0.00 0.00 0.001
H -0.788056 0.774726 2.340707 -0.01 -0.01 -0.02 0.010
H 0.262684 1.886359 -1.480354 -0.01 0.02 0.05 0.017
F 1.196389 -4.004256 -2.152516 -0.01 0.03 0.20 0.060
C 1.413158 -3.762730 -0.862269 -0.08 -0.01 -0.09 0.825
F 0.539637 -4.424771 -0.104079 0.13 0.13 -0.11 0.056
H 2.450171 -3.796670 -0.540333 -0.04 -0.15 0.02 0.033
C 3.645057 0.216895 -2.969623 -0.04 -0.01 -0.02 0.010
S 2.877650 -0.732414 -1.666252 0.31 -0.06 0.17 0.007
O 1.432489 -0.172863 -1.655164 -0.26 0.05 -0.02 0.078
C 3.684306 -0.058987 -0.239581 -0.06 0.01 -0.10 0.009
C 4.377129 -0.935977 0.578504 0.03 -0.09 -0.03 0.003
C 4.983277 -0.449256 1.728146 0.00 0.03 0.02 -0.002
C 4.874300 0.895571 2.047394 0.00 -0.01 0.00 0.000
C 4.171017 1.766771 1.218871 -0.01 0.02 -0.01 -0.001
C 3.572763 1.292117 0.065804 0.01 0.01 0.05 -0.007
H 3.640698 1.278213 -2.722920 -0.04 -0.03 -0.02 -0.001
H 3.089176 0.020853 -3.885130 0.02 -0.01 0.01 0.001
H 4.668814 -0.143240 -3.073411 -0.01 0.01 0.03 0.002
H 4.449451 -1.986525 0.323784 -0.02 0.01 0.02 -0.002
H 5.529955 -1.120720 2.375678 0.00 0.00 -0.01 0.000
H 5.342575 1.274068 2.946455 0.00 -0.01 -0.01 0.000
H 4.103237 2.817568 1.469770 0.00 -0.02 0.00 0.000
H 3.027303 1.962943 -0.584782 -0.01 0.05 -0.02 0.002
```
Forces are in eV/Å.

***

Across the entries above, DFT total energy takes the values -16031.67475 -7794.58741 -49542.04677 -84426.04070 eV, respectively.